Record 1
Below is a cluster of 11 separate species, C20H62O21 in total at a distorted geometry, with properties calculated with ωB97M-V with the def2-TZVPD basis set.

```
! wB97M-V def2-TZVPD RIJCOSX def2/J DEFGRID3
* xyz 0 1
O 3.34 -1.11 -5.45
C 2.64 0.05 -5.51
C 3.67 1.18 -5.49
O 3.01 2.40 -5.73
H 3.87 -1.23 -6.30
H 2.15 0.10 -6.43
H 1.88 0.16 -4.73
H 4.36 1.11 -6.35
H 4.23 1.21 -4.61
H 3.65 3.05 -6.02
O -2.00 -3.91 -0.76
C -1.21 -5.04 -1.05
C -1.43 -6.12 0.02
O -0.70 -7.22 -0.42
H -1.82 -3.23 -1.39
H -1.49 -5.30 -2.11
H -0.21 -4.63 -0.97
H -2.51 -6.29 0.09
H -1.04 -5.77 0.97
H -1.17 -7.91 0.05
O -3.35 2.68 3.02
C -3.18 3.74 3.97
C -1.71 4.21 4.17
O -1.84 5.27 5.02
H -2.82 1.92 3.32
H -3.87 4.63 3.66
H -3.51 3.36 4.96
H -1.23 4.63 3.33
H -1.13 3.51 4.69
H -0.92 5.55 5.21
O -3.44 3.29 0.31
C -2.24 4.06 0.50
C -2.72 5.42 0.82
O -1.59 6.23 1.05
H -3.66 3.10 1.26
H -1.72 3.58 1.30
H -1.58 4.25 -0.31
H -3.53 5.56 1.64
H -3.20 5.84 -0.06
H -1.77 6.78 1.79
O 0.78 3.71 0.25
C 1.73 3.00 1.04
C 1.04 2.60 2.44
O 1.84 1.69 3.02
H 1.24 3.93 -0.50
H 2.03 2.02 0.65
H 2.61 3.65 1.00
H 0.04 2.20 2.27
H 0.84 3.50 3.03
H 1.40 0.89 2.87
O 0.48 -0.41 2.01
C 0.82 -1.70 2.43
C 0.63 -2.60 1.22
O 1.30 -3.75 1.63
H -0.46 -0.31 1.80
H 1.82 -1.67 2.84
H 0.16 -1.91 3.22
H 0.99 -2.32 0.23
H -0.36 -2.96 1.11
H 0.95 -4.11 2.47
O -0.22 0.27 -2.30
C -0.17 0.58 -0.94
C -1.50 0.05 -0.42
O -1.70 0.64 0.81
H 0.20 1.04 -2.70
H 0.64 0.11 -0.41
H -0.15 1.65 -0.87
H -1.64 -1.05 -0.42
H -2.37 0.36 -0.96
H -2.21 1.46 0.69
O 3.72 -3.01 0.90
C 3.86 -1.74 0.27
C 4.14 -0.58 1.27
O 4.46 0.62 0.51
H 2.85 -3.05 1.32
H 4.60 -1.92 -0.45
H 2.99 -1.56 -0.38
H 4.99 -0.99 1.83
H 3.21 -0.45 1.86
H 4.13 1.27 1.09
O -3.11 -3.59 1.94
C -3.15 -2.27 2.48
C -4.35 -1.52 1.89
O -4.48 -0.39 2.62
H -3.01 -3.49 0.98
H -3.15 -2.32 3.51
H -2.22 -1.81 2.16
H -5.31 -2.01 2.08
H -4.17 -1.43 0.80
H -3.69 0.10 2.62
O 2.65 -3.31 -4.18
C 1.86 -2.75 -3.14
C 0.40 -2.75 -3.60
O -0.36 -2.25 -2.52
H 2.69 -2.58 -4.83
H 1.96 -3.27 -2.13
H 2.17 -1.75 -2.98
H -0.05 -3.75 -3.81
H 0.15 -2.15 -4.52
H -0.31 -1.27 -2.50
O 1.51 2.28 -3.27
H 2.02 1.67 -2.71
H 1.97 2.35 -4.07
*
```

Results
Energy above the lowest of the compared OMol25 structures with the same formula, charge and spin: 75.1 kcal per mole
E: -64734.430 eV
Max |F|: 4.00 eV Å⁻¹
E_LUMO: 0.1 eV
SMILES string: OCCO.OCCO.OCCO.OCCO.OCCO.OCCO.OCCO.OCCO.OCCO.OCCO.O

Record 2
Below is a structure of composition C16H22CaN6O3S2 at a distorted geometry, with properties calculated with ωB97M-V with the def2-TZVPD basis set.

```
! wB97M-V def2-TZVPD RIJCOSX def2/J DEFGRID3
* xyz 0 1
Ca -1.34 1.68 -0.67
C -3.53 4.28 -0.53
N -2.13 4.03 -0.15
C -1.25 4.94 -0.88
C -1.95 4.17 1.30
C -0.74 3.40 1.88
N -0.69 1.93 1.57
C 0.61 1.38 2.02
C -1.75 1.23 2.32
H -3.93 5.17 0.03
H -4.18 3.45 -0.24
H -3.61 4.37 -1.62
H -1.44 5.99 -0.71
H -1.38 4.68 -1.94
H -0.20 4.83 -0.55
H -2.90 3.90 1.78
H -1.77 5.21 1.56
H -0.76 3.58 2.94
H 0.24 3.89 1.56
H 0.72 1.33 3.15
H 1.43 2.00 1.66
H 0.72 0.33 1.69
H -1.81 1.45 3.38
H -1.57 0.12 2.21
H -2.68 1.36 1.83
S -4.46 -0.57 -2.72
C -4.00 0.41 -1.45
N -3.64 1.18 -0.61
O 1.73 -7.12 0.78
S 2.03 -7.43 -0.59
O 0.86 -7.18 -1.44
O 2.85 -8.61 -0.98
C 2.93 -5.84 -0.67
N 4.27 -5.85 -0.65
C 4.83 -4.64 -0.76
C 4.07 -3.50 -0.77
C 2.70 -3.60 -0.93
N 2.17 -4.82 -0.99
C 1.82 -2.45 -0.95
C 2.23 -1.14 -1.22
C 1.34 -0.12 -1.33
N 0.01 -0.34 -0.99
C -0.39 -1.62 -0.74
C 0.48 -2.70 -0.76
H 5.93 -4.64 -0.80
H 4.53 -2.50 -0.71
H 3.27 -0.91 -1.40
H 1.62 0.84 -1.70
H -1.44 -1.78 -0.64
H 0.12 -3.74 -0.56
*
```

Results
Energy above the lowest of the compared OMol25 structures with the same formula, charge and spin: 27.3 kcal per mole
E: -72140.341 eV
Max |F|: 3.30 eV Å⁻¹
E_LUMO: -1.8 eV

Record 3
Below is a structure of composition C24H25F5MgNO at a distorted geometry, with properties calculated with ωB97M-V with the def2-TZVPD basis set.

```
! wB97M-V def2-TZVPD RIJCOSX def2/J DEFGRID3
* xyz -1 1
C 2.43 -0.21 2.51
C 2.47 -0.93 1.29
C 2.06 -0.08 0.24
H 2.82 -1.96 1.15
C 1.73 1.20 0.82
C 1.97 1.10 2.23
H 1.58 2.13 0.27
C -0.79 -2.03 3.19
C 0.15 -2.90 2.60
C -0.04 -2.91 1.19
H 0.88 -3.51 3.13
C -1.10 -2.02 0.89
C -1.60 -1.48 2.14
H 2.11 -0.29 -0.83
H 1.98 1.95 2.92
H 2.77 -0.58 3.47
H -2.54 -0.94 2.25
H 0.50 -3.50 0.45
H -0.95 -1.86 4.25
Mg -0.27 0.26 1.43
C -1.64 -1.58 -0.45
C -3.15 -1.87 -0.49
C -0.93 -2.25 -1.62
H -3.31 -2.93 -0.26
H -3.56 -1.67 -1.49
H -3.70 -1.27 0.24
H -1.05 -3.34 -1.55
H 0.15 -2.02 -1.63
H -1.37 -1.91 -2.56
C -1.33 -0.06 -0.46
C -2.03 0.82 -1.48
H -0.23 0.08 -0.58
H -1.78 0.40 0.49
O -3.18 1.12 -1.19
N -1.26 1.33 -2.52
C -0.12 2.21 -2.17
H -1.85 1.77 -3.22
C 1.20 1.63 -2.60
C 2.39 2.31 -2.27
H 2.31 3.27 -1.75
C 3.63 1.77 -2.61
H 4.54 2.29 -2.31
C 3.70 0.56 -3.31
H 4.67 0.14 -3.58
C 2.52 -0.09 -3.69
H 2.55 -1.01 -4.27
C 1.27 0.44 -3.34
H 0.33 -0.04 -3.64
H -0.10 2.40 -1.07
H -0.26 3.20 -2.64
F -0.81 2.82 2.24
C -1.21 1.64 2.87
F -0.45 1.49 4.01
C -2.67 1.73 3.24
F -2.94 2.76 4.07
F -3.42 1.88 2.11
F -3.06 0.57 3.86
*
```

Results
E: -47864.390 eV
Max |F|: 3.18 eV Å⁻¹
E_LUMO: 2.7 eV

Record 4
Below is a cluster of 2 separate species, C3H8N2O in total at a distorted geometry, with properties calculated with ωB97M-V with the def2-TZVPD basis set.

```
! wB97M-V def2-TZVPD RIJCOSX def2/J DEFGRID3
* xyz 0 1
H 1.34 -1.16 -2.32
N 2.08 -0.43 -2.57
C 1.91 0.24 -1.51
N 2.59 1.41 -1.11
H 1.18 -0.17 -0.74
H 2.54 1.80 -0.19
H 2.91 1.83 -1.91
C -2.01 -0.55 0.85
C -2.24 -0.38 2.27
O -1.34 -0.81 3.02
H -0.94 -1.02 0.65
H -2.06 0.57 0.52
H -2.69 -1.27 0.38
H -3.29 -0.07 2.66
*
```

Results
Energy above the lowest of the compared OMol25 structures with the same formula, charge and spin: 67.3 kcal per mole
E: -8266.409 eV
Max |F|: 4.72 eV Å⁻¹
E_LUMO: 0.7 eV
SMILES string: [H]/N=C/N.CC=O

Orbital gap in eV, matching the order above: 9.531, 5.382, 6.616, 10.240